# 1
ORCA calculation (ωB97M-V with the def2-TZVPD basis set) on a 13-piece molecular cluster, C52H77N13 overall at a distorted geometry.

CARTESIAN COORDINATES (ANGSTROEM)
C1 3.75 -29.09 -1.41
C2 4.29 -27.90 -0.62
C3 4.09 -28.04 0.89
C4 2.67 -28.12 1.27
N1 1.57 -28.13 1.59
H1 2.74 -29.36 -1.09
H2 4.44 -29.93 -1.36
H3 3.59 -28.82 -2.46
H4 3.99 -26.94 -1.02
H5 5.38 -27.93 -0.74
H6 4.45 -27.17 1.45
H7 4.57 -28.94 1.28
C5 1.00 -26.58 -1.64
C6 -0.13 -26.77 -2.64
C7 -1.28 -25.79 -2.44
C8 -2.05 -26.00 -1.21
N2 -2.66 -26.14 -0.25
H8 1.60 -27.49 -1.62
H9 0.58 -26.52 -0.64
H10 1.67 -25.75 -1.83
H11 -0.43 -27.81 -2.70
H12 0.21 -26.54 -3.66
H13 -1.97 -25.82 -3.30
H14 -0.96 -24.74 -2.46
C9 8.89 -16.99 -3.23
C10 7.53 -16.92 -2.54
C11 7.24 -18.10 -1.62
C12 7.42 -19.44 -2.18
N3 7.51 -20.49 -2.63
H15 9.05 -17.98 -3.65
H16 9.71 -16.88 -2.51
H17 8.98 -16.21 -3.98
H18 6.75 -16.79 -3.28
H19 7.51 -16.02 -1.91
H20 6.27 -18.00 -1.13
H21 7.95 -18.03 -0.79
C13 10.37 -25.33 -0.48
C14 9.57 -24.25 -1.17
C15 9.47 -22.97 -0.34
C16 10.76 -22.40 0.03
N4 11.78 -21.96 0.32
H22 9.89 -25.59 0.46
H23 11.43 -25.09 -0.36
H24 10.32 -26.25 -1.06
H25 8.55 -24.59 -1.38
H26 9.97 -23.99 -2.15
H27 8.94 -23.18 0.59
H28 8.81 -22.24 -0.83
C17 0.93 -24.26 1.14
C18 1.78 -23.63 2.24
C19 3.18 -23.20 1.79
C20 3.15 -22.40 0.56
N5 3.15 -21.77 -0.41
H29 1.40 -25.12 0.68
H30 0.65 -23.56 0.35
H31 0.04 -24.64 1.63
H32 1.91 -24.39 3.02
H33 1.28 -22.77 2.68
H34 3.83 -24.04 1.56
H35 3.67 -22.56 2.53
C21 10.92 -20.08 -4.33
C22 10.40 -21.51 -4.42
C23 9.36 -21.74 -5.53
C24 9.96 -21.46 -6.84
N6 10.47 -21.26 -7.84
H36 10.37 -19.39 -4.96
H37 11.97 -20.03 -4.64
H38 10.96 -19.74 -3.29
H39 9.94 -21.83 -3.48
H40 11.18 -22.24 -4.64
H41 8.47 -21.11 -5.43
H42 9.02 -22.78 -5.54
N7 6.61 -20.25 2.35
C25 6.70 -21.32 3.21
C26 6.61 -22.45 2.45
C27 6.44 -22.06 1.09
C28 6.52 -20.70 1.07
H43 6.62 -19.28 2.63
H44 6.74 -21.15 4.27
H45 6.56 -23.44 2.87
H46 6.27 -22.73 0.26
H47 6.46 -20.00 0.26
N8 6.32 -25.26 -3.64
C29 5.15 -25.55 -3.01
C30 4.69 -24.41 -2.40
C31 5.68 -23.41 -2.61
C32 6.63 -23.95 -3.43
H48 6.88 -25.94 -4.13
H49 4.73 -26.54 -3.12
H50 3.78 -24.32 -1.83
H51 5.72 -22.40 -2.23
H52 7.59 -23.59 -3.78
N9 12.38 -25.64 -6.03
C33 12.54 -26.29 -4.84
C34 11.48 -25.97 -4.04
C35 10.65 -25.09 -4.78
C36 11.24 -24.89 -6.00
H53 13.05 -25.70 -6.78
H54 13.42 -26.89 -4.65
H55 11.40 -26.35 -3.03
H56 9.73 -24.65 -4.42
H57 10.90 -24.35 -6.87
N10 2.80 -22.72 -4.33
C37 2.46 -21.79 -5.28
C38 1.11 -21.80 -5.46
C39 0.59 -22.82 -4.59
C40 1.65 -23.36 -3.93
H58 3.72 -22.83 -3.94
H59 3.21 -21.10 -5.66
H60 0.52 -21.17 -6.10
H61 -0.44 -23.11 -4.49
H62 1.69 -24.13 -3.18
N11 5.87 -20.62 -5.10
C41 5.86 -21.09 -6.39
C42 5.21 -20.15 -7.15
C43 4.90 -19.05 -6.32
C44 5.32 -19.37 -5.05
H63 6.33 -21.09 -4.34
H64 6.31 -22.00 -6.74
H65 5.03 -20.14 -8.21
H66 4.47 -18.11 -6.63
H67 5.37 -18.81 -4.14
N12 5.55 -27.92 -5.38
C45 6.06 -28.81 -4.49
C46 7.43 -28.78 -4.60
C47 7.75 -27.81 -5.59
C48 6.56 -27.36 -6.11
H68 4.57 -27.72 -5.54
H69 5.39 -29.39 -3.89
H70 8.09 -29.40 -4.03
H71 8.73 -27.50 -5.92
H72 6.38 -26.60 -6.85
N13 2.48 -26.59 -6.86
C49 2.38 -26.64 -5.50
C50 2.33 -27.97 -5.15
C51 2.37 -28.74 -6.35
C52 2.46 -27.86 -7.39
H73 2.69 -25.76 -7.39
H74 2.50 -25.77 -4.88
H75 2.21 -28.43 -4.18
H76 2.23 -29.80 -6.41
H77 2.51 -28.01 -8.46

Properties
LUMO energy ... 0.2 eV
Total energy ... -2739.3748 Eh
Orbital gap ... 0.3006 Eh
Multiplicity ... 1
ΔE to the lowest compared entry with this formula, charge and spin ... 0.000 eV
Net charge ... 0

Atom charges from the Löwdin analysis, given in e for atoms 1 to 8: atom 1 (C): -0.106, atom 2 (C): -0.260, atom 3 (C): -0.176, atom 4 (C): -0.237, atom 5 (N): 0.160, atom 6 (H): 0.071, atom 7 (H): 0.081, atom 8 (H): 0.035

# 2
ORCA calculation (ωB97M-V with the def2-TZVPD basis set) on a 16-piece molecular cluster, C52H82F9IN19O6S2 overall at a distorted geometry.

CARTESIAN COORDINATES (ANGSTROEM)
C1 -3.71 -3.43 1.49
C2 -2.25 -3.05 1.35
C3 -1.90 -1.89 2.29
N1 -0.76 -1.11 1.84
C4 -0.74 0.30 2.04
C5 -0.90 0.60 3.55
C6 -0.81 2.11 3.89
C7 -0.16 -0.26 4.61
C8 1.11 -1.07 4.30
O1 -1.91 0.97 1.53
C9 -2.07 0.98 0.11
C10 -2.70 2.36 -0.17
C11 -3.15 -0.09 -0.23
C12 -4.26 0.30 -1.22
C13 -4.93 -0.99 -1.73
I1 -5.52 -0.86 -3.79
C14 -0.82 0.64 -0.72
C15 -0.91 1.00 -2.20
O2 -1.82 0.14 -2.87
N2 -1.06 -0.95 -3.46
O3 -1.19 -1.92 -2.86
N3 0.54 1.00 -0.09
C16 1.49 -0.11 -0.49
C17 2.98 0.24 -0.57
C18 3.85 -1.03 -0.43
F1 5.11 -0.59 -0.48
F2 3.66 -1.52 0.81
C19 3.56 -2.09 -1.50
F3 2.41 -2.71 -1.28
F4 3.38 -1.44 -2.67
S1 4.89 -3.43 -1.79
F5 4.28 -3.60 -3.26
F6 3.89 -4.56 -1.33
F7 5.50 -3.32 -0.36
F8 5.92 -2.40 -2.40
F9 5.92 -4.57 -2.11
S2 1.13 2.69 -0.61
C20 1.77 2.78 -2.28
O4 0.07 3.67 -0.55
O5 2.21 3.10 0.25
C21 0.44 1.05 1.42
O6 1.68 0.68 1.99
C22 2.19 1.51 2.85
N4 2.62 2.26 3.61
H1 -3.94 -4.42 1.12
H2 -4.41 -2.69 1.09
H3 -3.90 -3.47 2.57
H4 -1.68 -3.90 1.70
H5 -1.93 -2.87 0.32
H6 -1.62 -2.38 3.23
H7 -2.78 -1.30 2.54
H8 -0.34 -1.46 1.00
H9 -1.96 0.43 3.73
H10 -1.58 2.37 4.61
H11 -1.00 2.74 3.03
H12 0.13 2.35 4.38
H13 0.08 0.40 5.44
H14 -0.88 -0.95 5.05
H15 1.26 -1.36 3.27
H16 1.09 -1.99 4.89
H17 2.00 -0.54 4.63
H18 -2.70 2.64 -1.21
H19 -2.15 3.07 0.44
H20 -3.70 2.40 0.25
H21 -2.71 -1.03 -0.58
H22 -3.65 -0.33 0.71
H23 -3.94 0.92 -2.06
H24 -5.03 0.85 -0.70
H25 -4.31 -1.87 -1.59
H26 -5.84 -1.13 -1.16
H27 -0.81 -0.45 -0.74
H28 -1.11 2.05 -2.40
H29 0.05 0.78 -2.69
H30 1.41 -0.95 0.19
H31 1.22 -0.52 -1.46
H32 3.34 0.86 0.24
H33 3.29 0.65 -1.52
H34 1.05 3.34 -2.87
H35 2.69 3.35 -2.25
H36 1.94 1.82 -2.76
H37 0.26 2.10 1.64
C23 -5.52 -5.61 4.71
C24 -4.19 -5.07 4.50
N5 -3.14 -4.64 4.33
H38 -6.20 -5.30 3.92
H39 -5.50 -6.70 4.72
H40 -5.93 -5.28 5.66
C25 -7.70 2.95 -2.68
C26 -6.63 3.25 -1.75
N6 -5.78 3.50 -1.02
H41 -7.70 1.89 -2.95
H42 -8.68 3.18 -2.25
H43 -7.61 3.52 -3.60
C27 -2.48 6.66 -3.12
C28 -1.86 5.68 -2.24
N7 -1.37 4.90 -1.56
H44 -1.75 7.36 -3.51
H45 -2.97 6.17 -3.96
H46 -3.23 7.24 -2.58
C29 5.33 -0.40 -5.43
C30 5.38 0.84 -6.18
N8 5.36 1.82 -6.78
H47 5.22 -1.26 -6.10
H48 6.24 -0.55 -4.85
H49 4.49 -0.42 -4.74
C31 0.87 2.97 7.60
C32 0.06 2.00 8.32
N9 -0.57 1.24 8.88
H50 0.29 3.85 7.33
H51 1.71 3.31 8.20
H52 1.28 2.55 6.68
C33 0.36 3.66 12.15
C34 0.19 4.46 10.95
N10 0.05 5.08 10.00
H53 -0.20 4.07 12.99
H54 0.02 2.64 12.00
H55 1.41 3.61 12.45
C35 7.57 0.53 -9.33
C36 7.30 -0.40 -10.41
N11 7.09 -1.13 -11.27
H56 6.75 0.55 -8.62
H57 8.47 0.25 -8.77
H58 7.72 1.54 -9.70
C37 9.03 0.85 -5.49
C38 9.60 0.02 -6.54
N12 10.04 -0.63 -7.37
H59 7.95 0.72 -5.43
H60 9.45 0.60 -4.51
H61 9.22 1.90 -5.67
C39 -1.14 -5.28 -4.23
C40 -2.06 -6.18 -3.55
N13 -2.79 -6.88 -3.01
H62 -1.63 -4.35 -4.49
H63 -0.28 -5.04 -3.60
H64 -0.75 -5.73 -5.15
C41 -1.30 1.36 15.60
C42 0.07 1.79 15.33
N14 1.15 2.12 15.12
H65 -1.97 1.68 14.81
H66 -1.37 0.28 15.68
H67 -1.66 1.79 16.53
C43 0.47 1.94 -5.73
C44 -0.55 2.84 -5.21
N15 -1.36 3.53 -4.78
H68 1.47 2.28 -5.46
H69 0.34 0.93 -5.33
H70 0.42 1.87 -6.81
C45 -2.27 -2.24 18.16
C46 -2.46 -1.82 16.78
N16 -2.61 -1.49 15.69
H71 -3.06 -2.92 18.47
H72 -1.32 -2.75 18.28
H73 -2.28 -1.38 18.83
C47 5.65 1.27 -13.42
C48 5.61 2.51 -14.18
N17 5.58 3.49 -14.78
H74 5.56 0.40 -14.07
H75 6.58 1.17 -12.87
H76 4.83 1.23 -12.70
C49 -3.31 -9.95 -4.77
C50 -4.05 -10.81 -5.69
N18 -4.62 -11.48 -6.42
H77 -3.72 -8.95 -4.76
H78 -3.35 -10.34 -3.76
H79 -2.26 -9.88 -5.06
C51 -3.25 4.10 -7.61
C52 -4.45 4.84 -7.28
N19 -5.41 5.42 -7.02
H80 -3.46 3.04 -7.74
H81 -2.80 4.47 -8.53
H82 -2.51 4.20 -6.82

Properties
LUMO energy ... -4.1 eV
Total energy ... -5514.5324 Eh
Orbital gap ... 0.2765 Eh
Multiplicity ... 1
ΔE to the lowest compared entry with this formula, charge and spin ... 0.000 eV
Net charge ... +1

Atom charges from the Löwdin analysis, given in e for atoms 1 to 8: atom 1 (C): -0.108, atom 2 (C): -0.233, atom 3 (C): -0.190, atom 4 (N): 0.065, atom 5 (C): -0.377, atom 6 (C): -0.232, atom 7 (C): -0.026, atom 8 (C): -0.162

Which of these has the lowest LUMO energy?
C52H82F9IN19O6S2

Number 2 is which compound?
C52H82F9IN19O6S2

Look up the net charge of the first one.
0